Formula: C9H10OS
Source: the OMol25 dataset
Level of theory: ωB97M-V/def2-TZVPD

For the lowest unoccupied orbital energy, the calculation gives 0.6 eV. The energy relative to the best compared isomer or geometry (same formula, charge and spin) comes out at 65.8 kcal per mole. Its total charge is 0. The frontier orbital gap comes out at 8.796 eV. The calculation puts the HOMO energy at -8.16 eV. For the largest force on an atom, the calculation gives 5.4 eV/A. Its total energy is -822.2195 a.u.

Atoms and positions in Å:
C -1.1333 -1.7900 2.0630
C -0.4199 -2.0334 0.6898
O -0.3942 -3.0842 0.1052
C 0.3342 -0.8233 0.1637
S 0.5243 0.6438 1.1837
C -0.5105 1.6153 0.1237
C -0.6862 3.0400 0.4237
C -0.7845 1.0286 -1.0811
C -0.1172 -0.2052 -1.1658
C 1.0723 -0.7693 -1.1649
C 2.2905 -0.9610 -1.8013
H -1.6579 -0.8785 1.7768
H -0.5486 -1.6316 2.9367
H -1.8694 -2.6279 2.0435
H -1.8398 3.2629 0.5470
H -0.3069 3.6703 -0.4718
H -0.2250 3.2918 1.2799
H -1.6358 1.3367 -1.6768
H 2.9476 -1.2850 -1.0922
H 2.6937 -0.0564 -2.3363
H 2.2664 -1.7435 -2.5466

Atom charges from the natural (NBO) analysis, given in e for atoms 1 to 2:
1. C -0.73
2. C 0.59

Formula: C9H12F5N2O2P
Source: the OMol25 dataset
Level of theory: ωB97M-V/def2-TZVPD

For the lowest unoccupied orbital energy, the calculation gives -3.0 eV. The energy relative to the best compared isomer or geometry (same formula, charge and spin) comes out at 0.0 kcal per mole. Its total charge is 0. The frontier orbital gap comes out at 1.695 eV. The calculation puts the HOMO energy at -4.73 eV. For the largest force on an atom, the calculation gives 0.8 eV/A. Its total energy is -1450.6433 a.u.

Atoms and positions in Å:
N -2.2019 -0.9976 4.5678
P -2.9663 0.3857 3.9170
O -4.0273 -0.4109 2.9692
C -1.7454 0.8830 2.6091
C -1.3374 2.1779 2.6355
N -0.4088 2.6192 1.7360
C 0.1177 1.8009 0.8006
F 0.9913 2.3923 0.0292
C -0.2641 0.4946 0.7058
C 0.2698 -0.4477 -0.3507
F 1.1847 0.1748 -1.1174
F 0.8666 -1.5078 0.2693
C -0.8563 -0.9846 -1.2675
F -0.3359 -1.3331 -2.4536
F -1.7533 0.0313 -1.4764
C -1.2080 0.0327 1.6279
H -1.2915 -0.7065 4.9198
H -2.0048 -1.6923 3.8494
H -4.8772 0.0423 2.9720
H -1.7011 2.8896 3.3606
H -0.1027 3.5821 1.7539
H -1.3754 -1.8332 -0.8169
H -1.5319 -0.9998 1.5860
C 2.8573 -1.1530 -3.5847
C 3.7974 -0.4942 -4.6306
O 5.0668 -0.8634 -4.4640
H 3.1555 -0.8731 -2.5727
H 1.8199 -0.8308 -3.7428
H 2.8961 -2.2404 -3.6714
H 3.6120 0.6099 -4.5326
H 3.3544 -0.7480 -5.6280

Atom charges from the natural (NBO) analysis, given in e for atoms 1 to 2:
1. N -1.12
2. P 1.26

Formula: C4H17N2O2
Source: the OMol25 dataset
Level of theory: ωB97M-V/def2-TZVPD

For the lowest unoccupied orbital energy (spin up / spin down), the calculation gives -7.2 / -13.0 eV. The energy relative to the best compared isomer or geometry (same formula, charge and spin) comes out at 30.1 kcal per mole. Its total charge is +2. The frontier orbital gap (spin up / spin down) comes out at 10.160 / 4.393 eV. The calculation puts the HOMO energy (spin up / spin down) at -17.37 / -17.36 eV. For the largest force on an atom, the calculation gives 2.0 eV/A. Its total energy is -421.8581 a.u. The expectation value of S² is 0.7547. The spin multiplicity is 2.

Atoms and positions in Å:
C 0.3759 -0.9762 2.0093
N -0.9306 -0.6426 2.4411
C 0.5565 -0.3948 0.5357
N 2.0186 -0.0812 0.3452
C 2.0820 0.6398 -0.9789
C -0.0207 -1.3427 -0.5234
H 0.5876 -2.0485 1.9877
H 1.1581 -0.5951 2.6964
H -1.5587 -1.4095 2.6923
H -0.9882 0.2382 2.9602
H 0.0773 0.5878 0.4434
H 2.6064 -0.9071 0.1980
H 2.4410 0.3913 1.1448
H 2.8491 1.4187 -1.0710
H 1.1963 1.2634 -1.2020
H 2.1192 -0.1872 -1.6847
H -0.9852 -1.6563 -0.1133
H 0.6020 -2.2289 -0.7036
H -0.1626 -0.9178 -1.5201
H -2.4142 0.8478 0.1237
H -3.5070 1.6955 -0.4608
O -2.7263 1.1674 -0.7137
H -0.8326 1.0325 -3.4216
H -1.5124 1.1919 -2.0208
O -0.6623 1.1733 -2.4799

Atom charges from the natural (NBO) analysis, given in e for atoms 1 to 2:
1. C -0.33
2. N -0.25

Formula: C25H41F3HfO2P2
Source: the OMol25 dataset
Level of theory: ωB97M-V/def2-TZVPD

For the lowest unoccupied orbital energy, the calculation gives -7.4 eV. Its total charge is +2. The frontier orbital gap comes out at 7.065 eV. The calculation puts the HOMO energy at -14.50 eV. For the largest force on an atom, the calculation gives 2.8 eV/A. Its total energy is -2157.5101 a.u.

Atoms and positions in Å:
Hf 0.0151 -0.3556 -0.3353
C 0.5671 2.0758 -0.0429
C -0.7795 1.9428 0.4440
C 0.6078 0.6944 1.8270
C 1.4267 1.3089 0.8170
C -0.7549 1.0801 1.5887
C 1.0370 2.9239 -1.1717
H 0.2838 3.0466 -1.9576
H 1.9378 2.5015 -1.6364
H 1.3050 3.9321 -0.8218
C 2.9091 1.2267 0.7652
H 3.3123 1.7137 -0.1273
H 3.2553 0.1824 0.7595
H 3.3598 1.7053 1.6476
C 1.1326 -0.1290 2.9489
H 1.7212 0.4773 3.6559
H 1.7999 -0.9224 2.5793
H 0.3243 -0.6127 3.5087
C -1.9196 0.6859 2.4292
H -2.0769 1.3887 3.2590
H -1.7618 -0.3007 2.8814
H -2.8536 0.6468 1.8590
C -1.9714 2.6796 -0.0518
H -2.1323 3.6064 0.5193
H -2.8910 2.0874 0.0472
H -1.8735 2.9780 -1.1007
C -1.9568 -2.2901 -5.3864
C -2.2218 -0.9824 -5.5663
C -3.5639 -0.4112 -5.8780
C -4.7483 -1.0904 -5.1205
C -4.4481 -1.5538 -3.7311
C -4.0978 -2.8027 -3.3508
C -3.6481 -3.8980 -4.2613
C -2.9284 -3.4243 -5.5589
H -3.7652 -0.4909 -6.9603
H -5.1622 -1.8983 -5.7408
H -3.5659 0.6679 -5.6500
H -3.6785 -3.2195 -6.3420
H -0.9243 -2.6130 -5.2249
H -1.4019 -0.2769 -5.6789
H -2.3388 -4.2898 -5.9087
H -2.9794 -4.5788 -3.7056
H -4.2621 -3.1321 -2.3198
H -4.5190 -4.5095 -4.5571
H -5.5282 -0.3201 -5.0258
H -4.6590 -0.8024 -2.9683
P -0.2186 -0.1942 -2.8567
C 0.8661 -0.7728 -4.1693
C -1.2216 1.2024 -3.4325
P -2.1674 -1.6032 -0.6808
C -1.4881 -1.5415 -2.4754
C -3.8457 -0.9284 -0.5195
C -2.3447 -3.3625 -0.3023
H 1.3793 -1.6821 -3.8269
H 1.6227 0.0095 -4.3290
H 0.3496 -0.9752 -5.1108
H -2.1184 0.8562 -3.9600
H -0.6053 1.8114 -4.1102
H -1.5284 1.8371 -2.5873
H -3.1472 -3.8265 -0.8894
H -2.6006 -3.4158 0.7650
H -1.3892 -3.8763 -0.4800
H -1.0944 -2.5350 -2.7479
H -2.3272 -1.3066 -3.1276
H -4.1076 -1.0251 0.5465
H -4.6004 -1.4695 -1.1017
H -3.8718 0.1390 -0.7810
F 2.6595 -4.5544 1.0759
C 2.9418 -3.5634 0.1848
F 3.5732 -2.5706 0.8723
F 3.8133 -4.0457 -0.7345
C 1.6089 -3.0746 -0.4914
O 1.0098 -3.8257 -1.2345
O 1.2499 -1.8572 -0.1406

Atom charges from the Löwdin analysis, given in e for atoms 1 to 2:
1. Hf 1.49
2. C -0.30

Formula: C26H28N2O6S
Source: the OMol25 dataset
Level of theory: ωB97M-V/def2-TZVPD

For the lowest unoccupied orbital energy, the calculation gives 0.5 eV. The energy relative to the best compared isomer or geometry (same formula, charge and spin) comes out at 12.7 kcal per mole. Its total charge is 0. The frontier orbital gap comes out at 8.563 eV. The calculation puts the HOMO energy at -8.10 eV. For the largest force on an atom, the calculation gives 0.8 eV/A. Its total energy is -1966.7281 a.u.

Atoms and positions in Å:
C -5.8179 -4.0505 0.7976
C -4.7640 -5.0806 0.4103
C -3.3525 -4.5066 0.2742
C -3.1983 -3.4809 -0.8576
C -3.2693 -2.0351 -0.3653
C -3.1309 -1.0641 -1.5253
S -3.2372 0.6755 -0.9860
C -1.6514 0.8928 -0.2900
N -0.7945 -0.0788 -0.3670
C 0.4153 0.0838 0.2162
O 1.2596 -0.9411 0.0906
C 0.7593 1.2227 0.8962
C 2.0804 1.3642 1.6077
O 2.2856 0.2826 2.5101
C 3.3838 -0.4463 2.1875
O 3.7079 -1.4183 2.8075
C 4.0220 0.1983 1.0205
C 3.2500 1.3008 0.6717
C 3.5962 2.1008 -0.3888
C 4.7495 1.7701 -1.0895
C 5.5400 0.6750 -0.7594
O 6.6777 0.3483 -1.4575
C 7.0899 1.1738 -2.5177
C 5.1830 -0.1567 0.3305
O 5.8209 -1.2484 0.7821
C 7.0436 -1.6934 0.2391
C -0.1602 2.3223 0.9595
O 0.0374 3.3987 1.4823
N -1.3989 2.0719 0.3099
C -2.3769 3.1112 0.3286
C -2.7055 3.7679 -0.8485
C -3.6450 4.7825 -0.8201
C -4.2417 5.1446 0.3757
C -3.8988 4.4931 1.5485
C -2.9648 3.4731 1.5308
H -5.9648 -3.3221 0.0043
H -5.5247 -3.5268 1.7049
H -6.7709 -4.5420 0.9812
H -5.0505 -5.5526 -0.5326
H -4.7401 -5.8623 1.1732
H -3.0566 -4.0501 1.2206
H -2.6733 -5.3418 0.0911
H -3.9719 -3.6492 -1.6097
H -2.2334 -3.6249 -1.3491
H -4.2151 -1.8536 0.1451
H -2.4606 -1.8559 0.3455
H -2.1753 -1.1782 -2.0336
H -3.9464 -1.1799 -2.2389
H 0.8076 -1.6640 -0.3675
H 2.0472 2.3005 2.1805
H 3.0055 2.9577 -0.6697
H 5.0325 2.3937 -1.9220
H 6.3527 1.1937 -3.3269
H 8.0132 0.7283 -2.8860
H 7.2921 2.1956 -2.1810
H 6.9407 -1.9851 -0.8080
H 7.8255 -0.9363 0.3284
H 7.3110 -2.5647 0.8364
H -2.2245 3.4866 -1.7732
H -3.9041 5.2956 -1.7337
H -4.9706 5.9406 0.3945
H -4.3575 4.7802 2.4824
H -2.6823 2.9637 2.4389

Atom charges from the natural (NBO) analysis, given in e for atoms 1 to 2:
1. C -0.61
2. C -0.39

Formula: C17H22CeCl2O5
Source: the OMol25 dataset
Level of theory: ωB97M-V/def2-TZVPD

For the lowest unoccupied orbital energy (spin up / spin down), the calculation gives 4.3 / 4.3 eV. The energy relative to the best compared isomer or geometry (same formula, charge and spin) comes out at 0.0 kcal per mole. Its total charge is -2. The frontier orbital gap (spin up / spin down) comes out at 3.712 / 4.054 eV. The calculation puts the HOMO energy (spin up / spin down) at 0.60 / 0.26 eV. For the largest force on an atom, the calculation gives 2.8 eV/A. Its total energy is -2432.9071 a.u.

Atoms and positions in Å:
C 1.3034 1.5112 -2.1040
C -0.0618 1.4800 -2.5243
C -0.4144 0.1249 -2.7975
C -0.9821 2.6296 -2.5457
C 0.7446 -0.6801 -2.5916
C 1.8064 0.1752 -2.1573
C 3.1552 -0.2237 -1.6832
C 2.0234 2.6588 -1.4964
C -1.7560 -0.3574 -3.1591
C 0.8252 -2.1377 -2.8318
Ce -0.3386 0.4930 1.2244
Cl -2.7573 0.5528 -0.1426
Cl -0.5659 3.1376 1.1713
O -0.0344 -1.3499 0.1688
H -0.5656 3.4672 -1.9864
H -1.9255 2.3700 -2.0527
H -1.1920 3.0239 -3.5476
H -2.5087 0.1158 -2.5414
H -1.8307 -1.4312 -2.9800
H -1.9578 -0.2208 -4.2290
H -0.1160 -2.6502 -2.5981
H 1.6272 -2.6147 -2.2543
H 1.0184 -2.3403 -3.8961
H 3.1689 -1.2847 -1.4031
H 3.4053 0.3458 -0.7759
H 3.9667 -0.0673 -2.4131
H 1.3347 3.2706 -0.9024
H 2.5480 3.3301 -2.1895
H 2.7784 2.2903 -0.7909
H -0.4356 -2.2543 -0.0011
O 1.7546 0.4230 1.2243
H 2.5304 0.2847 1.7888
O -3.1702 -2.6076 3.8799
C -2.7099 -2.1279 5.0454
C -3.1009 -2.7304 6.2558
C -2.6397 -2.2328 7.4696
C -1.7525 -1.1613 7.5028
C -1.3611 -0.5539 6.3080
C -1.8514 -0.9848 5.0891
C -1.3125 -0.3781 3.8031
O -0.1345 0.0873 3.6885
O -2.1183 -0.4570 2.8001
H -3.0359 -1.8901 3.2063
H -3.8158 -3.5437 6.2123
H -2.9511 -2.6916 8.4045
H -1.3785 -0.7723 8.4500
H -0.6419 0.2671 6.2832

Atom charges from the Löwdin analysis, given in e for atoms 1 to 2:
1. C -0.25
2. C -0.25

Formula: C2H5N3O3
Source: the OMol25 dataset
Level of theory: ωB97M-V/def2-TZVPD

For the lowest unoccupied orbital energy, the calculation gives 0.6 eV. The energy relative to the best compared isomer or geometry (same formula, charge and spin) comes out at 91.8 kcal per mole. Its total charge is 0. The frontier orbital gap comes out at 10.095 eV. The calculation puts the HOMO energy at -9.54 eV. For the largest force on an atom, the calculation gives 6.7 eV/A. Its total energy is -469.0544 a.u.

Atoms and positions in Å:
C -1.3850 -0.2325 0.2660
C 1.2859 0.2602 0.0117
H -2.6424 1.3170 -0.8024
H -3.0440 0.5760 0.8957
H -0.6434 -1.4248 -1.4404
H 3.1475 -0.9729 0.5839
H 3.3057 0.9068 0.0958
N -2.7404 0.2414 -0.1053
N -0.4452 -0.5731 -0.8421
N 2.6227 -0.0379 0.3643
O -0.8288 -0.4471 1.3992
O 0.7420 -0.9787 -0.3035
O 0.6254 1.3655 -0.1230

Atom charges from the natural (NBO) analysis, given in e for atoms 1 to 2:
1. C 0.77
2. C 0.89

Formula: C5H9P
Source: the OMol25 dataset
Level of theory: ωB97M-V/def2-TZVPD

For the lowest unoccupied orbital energy, the calculation gives 1.0 eV. The energy relative to the best compared isomer or geometry (same formula, charge and spin) comes out at 38.5 kcal per mole. Its total charge is 0. The frontier orbital gap comes out at 9.093 eV. The calculation puts the HOMO energy at -8.12 eV. For the largest force on an atom, the calculation gives 6.1 eV/A. Its total energy is -537.1520 a.u.

Atoms and positions in Å:
C -0.1365 -1.1857 -0.0475
C -0.6662 -0.0247 -0.0972
C 1.3198 -1.2918 -0.2299
C 0.6809 1.3542 -0.4729
C -1.9973 0.5169 0.1933
P 2.0779 0.4085 0.2075
H -0.6120 -2.0961 0.3162
H 1.7762 -2.1147 0.3090
H 1.5101 -1.4736 -1.2756
H 0.9633 1.6399 -1.5439
H 0.2610 2.1396 0.1694
H -2.5626 -0.3623 0.2324
H -2.5191 1.1845 -0.6598
H -2.0444 1.0722 1.2296
H 1.9488 0.2330 1.6696

Atom charges from the natural (NBO) analysis, given in e for atoms 1 to 2:
1. C -0.28
2. C 0.11